17
Properties=species:S:1:pos:R:3 method="wB97M-V/def2-TZVPD" gap_ev=8.467 charge=-1 e_tot_ha=-383.7948 homo_energy_ev=-4.37
C -1.117 0.181 0.444
O 0.091 0.379 -0.171
C -0.973 -0.478 1.792
H -1.687 1.128 0.653
H -1.825 -0.366 -0.216
H -0.146 -0.005 2.333
H -1.787 -0.438 2.524
H -0.696 -1.532 1.652
H 0.038 0.879 -1.996
H 0.323 0.551 -3.420
O -0.414 0.828 -2.867
H 1.112 1.264 0.776
H 2.534 0.984 0.474
O 2.040 1.587 1.051
H 0.439 -2.293 -1.110
H 0.839 -0.904 -0.785
O 1.229 -1.765 -1.134